1.
Formula: C43H61GaN5O2Se3
Source: the OMol25 dataset
Level of theory: ωB97M-V with the def2-TZVPD basis set

Values from the calculation:
Gap between HOMO and LUMO: 8.000 eV
Spin multiplicity: 1
HOMO: -10.2 eV
Net charge: +1

XYZ file:
```
115
Properties=species:S:1:pos:R:3:forces:R:3
Ga 0.1480 1.1858 0.5988 -0.1 -0.3 0.2
C -3.6441 -5.3955 -0.6726 0.0 0.0 0.1
C -3.7240 -4.5878 0.6325 0.0 0.0 0.0
C -5.1322 -4.0040 0.7550 0.1 0.0 0.0
C -3.4805 -5.5234 1.8277 0.0 0.1 -0.1
C -2.6540 -3.4999 0.6226 -0.1 -0.1 0.0
C -2.9415 -2.1547 0.7405 0.0 0.0 0.0
C -1.9057 -1.2295 0.7395 0.0 0.2 0.1
Se -2.3390 0.6470 0.8129 0.1 -0.2 -0.2
C -2.4478 0.9243 -1.0930 0.0 0.1 0.2
C -3.6540 0.5993 -1.7003 0.0 0.0 0.0
C -3.7748 0.6921 -3.0712 0.0 0.0 0.0
C -2.6450 1.1122 -3.7772 0.0 0.0 0.1
C -1.4276 1.4461 -3.2024 0.1 0.1 -0.1
C -1.3227 1.3697 -1.7930 -0.3 -0.2 0.2
O -0.1912 1.7241 -1.1495 0.4 0.0 0.3
C -0.2499 1.8795 -4.0840 0.1 0.0 0.0
C -0.5713 1.7636 -5.5779 0.0 0.0 0.1
C 0.0912 3.3474 -3.8008 0.0 0.0 0.0
C 0.9665 0.9801 -3.8096 0.0 0.0 0.0
C -5.0545 0.3461 -3.8262 0.0 0.0 0.0
C -4.7642 -0.7984 -4.8095 -0.1 0.1 0.1
C -5.5394 1.5811 -4.6011 0.0 -0.1 0.1
C -6.1707 -0.0969 -2.8786 0.1 0.0 -0.1
C -0.5595 -1.5859 0.6390 -0.2 0.1 0.0
O 0.4056 -0.6608 0.7107 0.0 -0.1 0.0
C -0.2529 -2.9582 0.4922 0.1 -0.1 0.0
C -1.3085 -3.8570 0.4923 0.0 0.1 0.0
C 1.1964 -3.4404 0.3594 0.1 0.1 0.0
C 1.2834 -4.9535 0.1438 0.0 0.1 0.0
C 1.9574 -3.1127 1.6543 0.0 0.0 0.0
C 1.8817 -2.7638 -0.8396 -0.1 0.0 0.1
H -4.4359 -6.1466 -0.6916 0.0 0.0 0.0
H -2.6897 -5.9138 -0.7677 0.0 0.0 0.0
H -3.7660 -4.7427 -1.5387 0.0 0.0 0.0
H -5.8595 -4.8163 0.7599 0.0 0.0 0.0
H -5.3669 -3.3504 -0.0879 0.0 0.0 0.0
H -5.2513 -3.4438 1.6844 0.0 0.0 0.0
H -4.2533 -6.2936 1.8599 0.0 0.0 0.0
H -3.5092 -4.9639 2.7644 0.0 0.0 0.0
H -2.5123 -6.0197 1.7555 0.0 0.0 0.0
H -3.9592 -1.7995 0.8329 0.0 0.0 0.0
H -4.4764 0.2715 -1.0789 0.0 0.0 0.0
H -2.7333 1.1775 -4.8508 0.0 0.0 0.0
H -1.3751 2.4391 -5.8751 0.0 0.0 0.0
H -0.8413 0.7426 -5.8543 0.0 0.0 0.0
H 0.3145 2.0383 -6.1519 0.0 0.0 0.0
H -0.7752 3.9855 -3.9865 0.0 0.0 0.0
H 0.9027 3.6782 -4.4534 0.0 0.0 0.0
H 0.4043 3.4862 -2.7712 0.0 0.0 0.1
H 0.7250 -0.0592 -4.0412 0.0 0.0 0.0
H 1.2760 1.0377 -2.7681 0.0 0.0 0.0
H 1.8059 1.2866 -4.4372 0.0 0.0 0.0
H -4.0319 -0.5053 -5.5623 0.0 0.0 0.0
H -5.6824 -1.0839 -5.3263 0.0 0.0 0.0
H -4.3781 -1.6718 -4.2809 0.0 0.0 0.0
H -4.8100 1.9002 -5.3463 0.0 0.0 0.0
H -5.7178 2.4143 -3.9192 0.0 0.0 0.0
H -6.4721 1.3512 -5.1192 0.0 0.0 0.0
H -5.8880 -0.9938 -2.3232 0.0 0.0 0.0
H -7.0664 -0.3299 -3.4550 0.0 0.0 0.0
H -6.4250 0.6951 -2.1714 0.0 0.0 0.0
H -1.0795 -4.9068 0.3883 0.0 0.0 0.0
H 0.8781 -5.5084 0.9916 0.0 0.0 0.0
H 2.3304 -5.2397 0.0341 0.0 0.0 0.0
H 0.7584 -5.2547 -0.7641 0.0 0.0 0.0
H 1.5347 -3.6636 2.4976 0.0 0.0 0.0
H 1.8999 -2.0470 1.8689 0.0 0.0 0.0
H 3.0077 -3.3998 1.5486 0.0 0.0 0.0
H 1.3723 -3.0332 -1.7667 0.0 0.0 0.0
H 2.9193 -3.0988 -0.9068 0.0 0.0 0.0
H 1.8728 -1.6811 -0.7452 0.0 0.0 0.0
C -1.8996 3.1328 3.8181 0.0 -0.1 -0.2
Se -0.2589 3.0832 2.7640 0.1 0.4 0.1
C -0.5304 4.8233 1.8982 -0.2 -0.2 0.0
C 0.7678 5.3004 1.3061 0.3 -0.1 -0.2
Se 1.2825 4.0644 -0.1218 0.2 0.4 -0.1
C 3.1758 4.5416 -0.1735 -0.2 0.0 0.1
H -2.7474 3.2866 3.1563 -0.1 0.0 0.0
H -1.8169 3.9466 4.5331 0.0 0.0 0.0
H -2.0042 2.1893 4.3461 0.0 0.0 0.0
H -0.9026 5.5071 2.6599 0.0 0.0 0.0
H -1.2934 4.6927 1.1311 -0.1 0.1 0.0
H 1.5707 5.3034 2.0424 0.0 0.1 0.0
H 0.6586 6.2966 0.8795 0.0 0.0 0.0
H 3.6482 4.3361 0.7843 0.0 0.0 0.0
H 3.2562 5.5957 -0.4244 0.0 0.0 0.0
H 3.6394 3.9455 -0.9554 0.0 0.0 0.0
C 1.6072 0.3224 3.8018 0.0 -0.1 0.0
C 2.3931 0.5055 2.5552 0.1 0.1 0.0
N 2.0242 1.1598 1.4630 -0.4 0.0 -0.5
C 3.0451 1.0287 0.5406 0.2 0.1 0.1
C 4.0527 0.3238 1.1006 0.0 0.0 -0.1
N 3.6333 0.0107 2.3751 -0.1 0.1 -0.1
C 4.4033 -0.7847 3.3209 0.1 -0.2 0.0
N 5.7461 -0.3130 3.3967 0.0 0.3 0.1
N 6.7832 -1.1050 3.0069 -0.1 0.0 -0.1
N 7.8666 -0.4563 3.1159 0.3 -0.1 -0.1
C 7.5929 0.8159 3.5759 -0.6 0.1 0.0
C 8.4240 1.9078 3.8264 0.1 0.0 0.0
C 7.8224 3.0702 4.2536 0.2 0.0 0.0
C 6.4314 3.1625 4.4339 -0.1 0.0 0.0
C 5.5945 2.0935 4.1944 -0.1 0.0 0.0
C 6.2077 0.9200 3.7616 0.4 -0.2 -0.1
H 0.6125 0.7358 3.6749 0.0 -0.1 0.0
H 2.0795 0.8282 4.6461 0.0 0.0 0.0
H 1.5118 -0.7380 4.0402 0.0 0.0 0.0
H 2.9713 1.4598 -0.4439 0.0 -0.1 0.0
H 5.0119 0.0175 0.7199 0.0 0.0 0.0
H 4.4489 -1.8190 2.9814 0.0 0.0 0.0
H 3.9159 -0.7416 4.2937 0.0 0.0 0.0
H 9.4928 1.8335 3.6809 0.0 0.0 0.0
H 8.4296 3.9412 4.4600 0.0 0.0 0.0
H 6.0084 4.1013 4.7663 0.0 0.0 0.0
H 4.5226 2.1611 4.3344 0.0 0.1 0.0
```
Forces are in eV/Å.

Mulliken atomic charge list, values in e, 99 entries: -1.335, -1.557, 2.078, -1.977, -1.615, -0.423, -0.590, 0.304, 0.202, 0.443, -0.535, -0.702, -0.016, -1.039, 0.779, 0.258, 2.598, -2.391, -1.462, -1.510, 2.009, -1.550, -1.654, -2.082, 0.218, 0.239, -0.728, -0.444, 2.541, -2.496, -1.246, -1.551, 0.477, 0.312, 0.313, 0.452, 0.247, 0.393, 0.471, 0.338, 0.306, 0.504, 0.469, 0.392, 0.407, 0.438, 0.467, 0.318, 0.476, 0.021, 0.332, 0.023, 0.542, 0.316, 0.474, 0.308, 0.296, 0.351, 0.479, 0.311, 0.454, 0.380, 0.426, 0.415, 0.463, 0.457, 0.389, -0.117, 0.525, 0.416, 0.469, -0.020, -1.202, 0.620, -0.930, -0.837, 0.373, -1.184, 0.351, 0.383, 0.387, 0.528, 0.431, 0.349, 0.503, 0.350, 0.418, 0.367, -1.729, 0.289, 1.518, -0.507, -1.588, 0.795, -1.029, 0.727, -0.625, -0.579, 0.025

2.
Formula: C43H62FeN2O4P3SSi
Source: the OMol25 dataset
Level of theory: ωB97M-V with the def2-TZVPD basis set

Values from the calculation:
Gap between HOMO and LUMO (alpha / beta): 4.548 / 7.021 eV
Spin multiplicity: 5
<S²>: 6.1555
HOMO (alpha / beta): -2.0 / -4.5 eV
Net charge: -1

XYZ file:
```
117
Properties=species:S:1:pos:R:3:forces:R:3
Fe 0.0428 0.1822 0.1706 0.7 -0.9 2.0
C 0.7588 -0.7679 -5.5636 -0.2 0.1 0.1
C 0.7298 -0.1468 -4.1655 0.1 0.2 0.2
C 2.1671 0.3050 -3.8727 -0.2 0.0 0.1
P -0.0085 -1.1346 -2.6959 0.1 -2.4 -1.6
C 0.0988 -2.9192 -3.5100 0.0 0.4 0.2
C -0.9790 -3.8965 -3.0459 0.1 0.1 0.0
C 1.4907 -3.4387 -3.1553 -0.1 0.1 -0.1
C -1.8339 -0.9104 -2.9717 -0.2 0.2 0.2
C -2.4022 -1.3045 -4.1839 0.0 0.1 0.0
C -3.7722 -1.3116 -4.3872 -0.1 0.0 0.0
C -4.6191 -0.9620 -3.3495 -0.1 0.0 -0.1
C -4.0719 -0.5427 -2.1489 0.1 -0.1 0.1
C -2.6934 -0.4679 -1.9409 0.3 0.0 0.1
Si -2.1142 0.3438 -0.2957 -0.7 0.0 -0.1
C -3.1627 -0.6338 0.9592 0.2 0.0 -0.2
C -4.5184 -0.4676 1.2162 -0.2 0.0 0.2
C -5.2303 -1.4232 1.9258 0.1 0.0 -0.1
C -4.5878 -2.5844 2.3382 -0.1 0.0 0.1
C -3.2266 -2.7413 2.1341 0.0 0.0 0.0
C -2.4894 -1.7484 1.4848 -0.3 0.2 -0.1
P -0.6718 -1.6132 1.2938 0.3 -1.1 0.3
C -0.0433 -1.7697 3.0624 -0.1 0.4 -0.1
C -0.3650 -0.4632 3.7814 0.1 0.0 -0.1
C -0.5083 -2.9552 3.9013 0.0 0.0 -0.2
C -0.0608 -3.2142 0.5211 -0.2 0.1 -0.1
C 1.3615 -3.5605 0.9538 0.0 0.2 0.0
C -0.9683 -4.4368 0.6326 0.0 0.2 0.0
C -2.6196 2.1896 -0.3590 0.1 -0.2 0.1
C -3.7486 2.6862 -0.9999 -0.1 0.0 0.1
C -3.9422 4.0514 -1.1543 0.0 0.0 0.0
C -2.9799 4.9371 -0.6979 0.1 0.0 -0.1
C -1.8464 4.4614 -0.0530 -0.1 0.0 -0.1
C -1.6660 3.0960 0.1407 -0.1 -0.1 0.0
P -0.3833 2.2970 1.1844 0.0 1.1 0.2
C -1.1264 2.8460 2.8363 0.1 -0.3 -0.1
C -2.4815 2.1575 3.0059 0.1 0.0 0.0
C -1.2822 4.3462 3.0672 0.2 -0.1 0.0
C 1.2666 3.2007 1.0984 -0.1 -0.1 0.0
C 1.9627 3.1387 2.4579 -0.1 -0.1 -0.1
C 1.3634 4.5846 0.4651 -0.1 -0.1 0.0
H 1.1633 -0.0212 -6.2521 0.0 0.0 0.0
H -0.2211 -1.0519 -5.9411 0.0 0.0 0.0
H 1.4202 -1.6354 -5.6014 0.0 0.0 0.0
H 0.0864 0.7367 -4.1876 0.1 0.0 -0.1
H 2.8415 -0.5532 -3.8450 0.1 0.0 -0.1
H 2.2509 0.8196 -2.9244 0.1 0.0 0.1
H 2.4993 0.9886 -4.6597 0.1 -0.1 0.0
H 0.0252 -2.8575 -4.5978 0.0 0.0 0.0
H -1.0048 -3.9862 -1.9619 0.0 -0.1 0.1
H -0.7833 -4.8898 -3.4637 0.0 0.0 0.1
H -1.9689 -3.5832 -3.3720 0.0 -0.1 0.0
H 1.6500 -3.4153 -2.0754 0.0 0.0 0.1
H 2.2654 -2.8147 -3.6051 0.1 0.0 0.0
H 1.6318 -4.4657 -3.5073 0.0 0.0 0.0
H -1.7705 -1.6288 -4.9970 0.0 -0.1 0.0
H -4.1761 -1.6173 -5.3455 0.0 0.0 0.0
H -5.6943 -1.0153 -3.4742 0.0 0.0 0.0
H -4.7361 -0.2806 -1.3343 -0.1 0.0 0.0
H -5.0228 0.4264 0.8643 0.0 0.0 0.0
H -6.2838 -1.2826 2.1334 0.0 0.0 0.0
H -5.1494 -3.3691 2.8307 0.0 0.0 0.0
H -2.7588 -3.6549 2.4672 0.0 0.0 0.1
H 1.0409 -1.8270 2.9332 0.0 0.0 -0.1
H -1.4386 -0.3807 3.9615 0.0 0.0 0.1
H -0.0578 0.3677 3.1479 0.1 0.1 0.2
H 0.1514 -0.4006 4.7427 0.0 0.0 0.0
H -1.5837 -2.9152 4.0651 0.0 0.0 0.1
H -0.0196 -2.9147 4.8784 0.0 0.0 0.0
H -0.2590 -3.9101 3.4407 0.0 0.0 0.0
H -0.0119 -2.9095 -0.5288 0.0 -0.1 0.0
H 1.3888 -3.9320 1.9790 0.0 0.0 0.0
H 2.0210 -2.6961 0.8751 0.1 0.0 0.0
H 1.7670 -4.3388 0.3035 0.0 -0.1 0.0
H -1.0529 -4.7749 1.6656 0.0 -0.1 0.0
H -0.5424 -5.2568 0.0493 0.0 0.0 0.0
H -1.9673 -4.2247 0.2529 0.0 -0.1 0.0
H -4.4784 1.9986 -1.4093 0.0 0.0 0.0
H -4.8319 4.4236 -1.6483 0.0 0.0 0.0
H -3.1007 6.0022 -0.8556 0.0 0.0 0.0
H -1.1066 5.1732 0.2793 0.0 0.0 0.1
H -0.4434 2.4523 3.5958 0.0 0.0 0.0
H -3.2393 2.6420 2.3884 0.0 0.0 0.0
H -2.8085 2.2048 4.0476 0.0 0.0 0.0
H -2.4352 1.1141 2.6996 -0.1 0.0 0.1
H -2.0411 4.7605 2.4062 0.0 0.0 0.0
H -0.3498 4.8856 2.9037 0.0 0.1 0.0
H -1.5981 4.5227 4.0991 0.0 0.0 0.0
H 1.8036 2.5220 0.4341 0.0 0.0 0.1
H 1.5319 3.8450 3.1699 0.0 0.0 0.0
H 3.0222 3.3777 2.3426 0.0 0.0 0.0
H 1.8858 2.1293 2.8659 0.1 0.0 0.1
H 0.9183 5.3640 1.0872 0.0 0.0 0.0
H 0.8939 4.5859 -0.5179 0.0 0.1 0.0
H 2.4201 4.8346 0.3342 0.0 0.0 0.0
O -0.8468 1.7268 -2.1661 1.0 0.0 -0.3
N -0.0957 0.8783 -1.6198 -0.9 1.8 -1.0
O 1.0507 1.2263 -1.1756 0.1 0.7 -0.4
S 3.6551 -0.6948 -0.6306 -0.2 0.1 0.3
C 5.0897 0.3431 -0.4034 -0.1 0.2 0.1
N 6.2921 -0.3389 -0.2333 0.1 0.1 0.0
C 7.4279 0.3387 0.2044 0.0 0.0 -0.1
C 7.3933 1.6902 0.3588 0.0 -0.1 0.0
C 6.2075 2.4128 0.1256 0.0 0.2 0.0
C 5.0461 1.6956 -0.2559 0.2 -0.2 -0.1
H 6.2215 -1.3392 -0.1443 0.0 0.0 0.1
H 8.3078 -0.2616 0.3811 0.0 0.0 0.0
H 8.2921 2.2105 0.6626 0.0 -0.1 0.0
H 6.1740 3.4845 0.2553 0.0 0.0 0.0
H 4.1064 2.2083 -0.4094 -0.1 -0.1 0.0
C 3.6698 -0.3640 3.1853 -0.1 0.1 -0.1
O 3.7564 -1.0307 1.9399 -0.1 -0.1 0.3
C 2.8980 -0.5734 0.9448 0.4 -0.7 -1.0
O 1.7975 0.0084 1.2352 -0.4 0.4 0.4
H 4.1807 0.6045 3.1376 0.0 0.0 0.0
H 4.1655 -1.0055 3.9132 0.0 0.0 0.0
H 2.6287 -0.2025 3.4755 0.0 0.0 0.0
```
Forces are in eV/Å.

Mulliken atomic charge list, values in e, 99 entries: -0.084, -1.747, 0.808, -1.133, 1.532, 0.360, -1.512, -1.277, -0.046, -0.579, -0.948, -1.227, -0.097, 0.200, 0.899, 0.590, -0.328, -0.919, -1.020, -0.361, 0.092, 1.296, 0.970, -1.280, -1.902, 2.406, -2.148, -2.192, 0.258, -0.216, -1.085, -0.937, -0.909, 0.212, 1.162, 0.738, -1.435, -1.613, 2.482, -1.165, -2.079, 0.520, 0.347, 0.268, 0.396, 0.206, -0.213, 0.543, 0.921, 0.102, 0.525, 0.284, -0.023, 0.271, 0.475, 0.207, 0.385, 0.401, 0.381, 0.408, 0.393, 0.427, 0.452, 0.369, 0.353, -0.378, 0.592, 0.374, 0.471, 0.347, -1.423, 0.304, 0.603, 0.518, 0.320, 0.501, 0.443, 0.395, 0.359, 0.400, 0.435, 0.904, 0.245, 0.534, -0.020, 0.343, 0.316, 0.448, -1.554, 0.309, 0.430, 0.130, 0.261, 0.486, 0.484, -0.703, -0.415, -0.897, -0.359

Electronic energy: -305538.66926; -137730.51113 (eV)
ΔE to the lowest compared entry with this formula, charge and spin: 10.49; 119.87 (kcal per mole)